# 1
116
Properties=species:S:1:pos:R:3:lowdin_charge:R:1 method="wB97M-V/def2-TZVPD" energy_ha=-3377.92511 multiplicity=1 relative_energy_ev=2.232 total_charge=-1 fmax_ha_per_bohr=0.035 homo_lumo_gap_ev=5.6
Na 0.581 -0.533 -0.588 0.126
O 1.242 -7.570 -0.371 -0.038
C 2.138 -6.758 -0.140 -0.708
O 3.252 -6.889 0.366 -0.034
C 1.803 -5.274 -0.600 -0.071
C 2.757 -4.273 -0.562 0.055
C 2.408 -2.979 -0.956 -0.210
N 1.230 -2.709 -1.510 0.151
C 0.339 -3.690 -1.633 -0.203
C 0.555 -4.968 -1.114 0.052
C -0.933 -3.349 -2.274 -0.187
C -1.754 -4.336 -2.851 0.006
C -3.003 -3.995 -3.325 -0.062
C -3.423 -2.671 -3.213 -0.084
C -2.539 -1.763 -2.640 -0.274
N -1.328 -2.084 -2.215 0.128
C 3.354 -1.860 -0.844 -0.214
C 4.480 -1.949 -0.022 0.005
C 5.399 -0.920 -0.020 -0.070
C 5.162 0.190 -0.818 -0.067
C 3.995 0.203 -1.564 -0.139
N 3.123 -0.785 -1.593 0.118
H 3.752 -4.550 -0.250 0.113
H -0.199 -5.740 -1.103 0.114
H -1.409 -5.354 -2.901 0.113
H -3.666 -4.745 -3.736 0.106
H -4.420 -2.372 -3.507 0.102
H -2.847 -0.769 -2.331 0.033
H 4.623 -2.810 0.608 0.114
H 6.284 -0.984 0.599 0.107
H 5.862 1.013 -0.855 0.105
H 3.746 1.060 -2.178 0.102
N -2.721 0.437 -4.531 0.223
C -1.433 1.070 -4.092 -0.328
C -1.650 2.417 -3.436 -0.095
C -0.350 2.668 -2.646 -0.365
N -0.209 1.585 -1.709 0.027
C 0.848 2.665 -3.605 -0.097
C 0.921 1.435 -4.529 -0.360
N 1.209 0.200 -3.827 0.068
C -0.444 1.199 -5.227 -0.111
H -3.476 0.812 -3.949 0.163
H -2.653 -0.580 -4.324 0.120
H -2.913 0.626 -5.517 0.166
H -0.967 0.429 -3.330 0.116
H -2.478 2.383 -2.725 0.121
H -1.837 3.209 -4.168 0.124
H -0.414 3.673 -2.177 0.144
H -1.043 1.506 -1.133 -0.024
H 0.548 1.739 -1.040 0.054
H 1.746 2.687 -2.991 0.116
H 0.833 3.569 -4.220 0.118
H 1.672 1.648 -5.309 0.138
H 1.460 0.337 -2.856 0.034
H 1.935 -0.346 -4.265 0.084
H -0.368 0.269 -5.790 0.119
H -0.699 2.020 -5.899 0.118
C -1.209 2.973 1.388 -0.045
C -0.210 3.412 2.456 -0.648
C 0.003 4.933 2.350 -0.030
C -0.741 3.042 3.847 -0.016
O 1.042 2.825 2.243 -0.111
Si 1.402 1.247 1.892 0.017
O 1.479 0.941 0.361 -0.297
O 0.253 0.353 2.670 -0.104
C 0.407 -0.946 3.165 -0.640
C 1.083 -1.855 2.138 -0.010
C -1.001 -1.478 3.463 -0.016
C 1.252 -0.928 4.447 -0.017
O 2.822 0.936 2.681 -0.102
C 3.860 1.849 2.857 -0.652
C 3.595 2.693 4.111 -0.017
C 5.151 1.044 3.063 -0.017
C 4.003 2.743 1.629 -0.026
H -2.193 3.397 1.576 0.089
H -1.272 1.890 1.397 0.014
H -0.857 3.301 0.413 0.074
H -0.944 5.460 2.451 0.079
H 0.439 5.161 1.378 0.079
H 0.693 5.273 3.120 0.077
H -1.714 3.499 4.024 0.083
H -0.043 3.371 4.616 0.083
H -0.830 1.961 3.895 0.070
H 0.463 -1.916 1.244 0.074
H 1.222 -2.853 2.547 0.102
H 2.044 -1.423 1.875 0.075
H -1.605 -1.435 2.559 0.057
H -1.483 -0.874 4.229 0.083
H -0.947 -2.508 3.804 0.084
H 2.209 -0.473 4.213 0.065
H 1.403 -1.940 4.819 0.084
H 0.759 -0.334 5.214 0.086
H 3.566 2.049 4.988 0.085
H 2.640 3.200 4.012 0.069
H 4.385 3.428 4.238 0.080
H 5.044 0.392 3.927 0.084
H 5.991 1.715 3.232 0.082
H 5.341 0.427 2.190 0.052
H 3.101 3.332 1.529 0.070
H 4.082 2.108 0.752 0.063
H 4.872 3.392 1.708 0.087
O -8.778 -0.759 0.271 0.077
C -8.005 -0.209 1.263 -0.493
O -8.555 0.458 2.110 0.084
C -6.573 -0.437 1.148 -0.170
C -6.010 -1.382 0.274 -0.052
C -4.666 -1.383 0.028 -0.119
C -3.827 -0.401 0.590 -0.689
S -2.282 -0.112 -0.047 0.750
C -4.358 0.403 1.617 -0.103
C -5.698 0.380 1.886 -0.018
H -8.216 -1.213 -0.369 0.072
H -6.625 -2.139 -0.205 0.107
H -4.229 -2.121 -0.626 0.082
H -3.688 1.061 2.148 0.096
H -6.127 1.026 2.637 0.117


# 2
29
Properties=species:S:1:pos:R:3:lowdin_charge:R:1 method="wB97M-V/def2-TZVPD" energy_ha=-1914.08071 multiplicity=1 total_charge=-1 fmax_ha_per_bohr=0.025 homo_lumo_gap_ev=6.4
C 2.844 3.571 1.170 -0.274
C 2.218 2.420 0.404 -0.913
I 3.591 1.925 -1.221 0.743
C 1.864 1.116 1.130 -0.892
I 2.070 1.215 3.279 0.736
In -0.257 0.481 0.682 0.426
O -0.965 -0.476 2.371 -0.475
P -1.406 2.679 0.071 0.635
O -1.876 3.421 1.515 -0.415
O -2.878 2.271 -0.593 -0.420
H 3.078 4.375 0.471 0.054
H 2.125 3.965 1.890 0.052
H 3.758 3.277 1.681 0.048
H 1.356 2.818 -0.128 -0.012
H 2.520 0.315 0.813 -0.051
H -0.321 -0.718 -0.601 -0.073
H -1.352 0.144 2.992 -0.076
H -1.274 3.135 2.208 0.003
H -3.529 2.949 -0.396 0.020
C -1.259 -3.593 -0.827 -0.051
C -0.615 -3.178 -2.134 -0.337
O -0.713 -4.372 -2.909 0.122
C -1.775 -5.084 -2.453 -0.569
O -2.267 -6.003 -3.023 0.158
O -2.194 -4.595 -1.269 0.067
F 0.688 -2.858 -2.001 0.061
H -0.531 -4.048 -0.155 0.146
H -1.766 -2.782 -0.315 0.120
H -1.135 -2.373 -2.652 0.166


# 3
70
Properties=species:S:1:pos:R:3:lowdin_charge:R:1 method="wB97M-V/def2-TZVPD" energy_ha=-6849.05512 multiplicity=3 s2=2.012 relative_energy_ev=5.475 total_charge=0 fmax_ha_per_bohr=0.102 homo_lumo_gap_ev="7.8 / 8.8"
V -14.362 5.524 -9.849 0.969
C -17.310 4.275 -6.745 -0.603
F -16.609 3.156 -6.602 0.180
F -18.594 4.073 -6.466 0.149
F -16.978 5.138 -5.833 0.171
S -17.327 5.032 -8.651 0.762
O -16.967 3.889 -9.527 -0.350
O -18.542 5.724 -9.026 -0.287
N -15.949 6.180 -8.862 -0.416
S -16.478 7.588 -8.103 0.706
O -17.698 7.513 -7.259 -0.277
O -15.360 8.400 -7.557 -0.294
C -17.035 8.621 -9.689 -0.601
F -16.159 8.494 -10.720 0.091
F -18.240 8.271 -10.113 0.146
F -17.106 9.875 -9.211 0.125
C -15.236 1.304 -10.554 -0.628
F -16.178 1.112 -9.593 0.122
F -14.979 0.172 -11.075 0.236
F -15.726 2.136 -11.476 0.103
S -13.829 2.418 -9.654 0.725
O -14.372 2.979 -8.452 -0.318
O -12.593 1.656 -9.433 -0.249
N -13.671 3.818 -10.692 -0.396
S -12.784 3.178 -11.913 0.615
O -11.427 2.983 -11.447 -0.262
O -13.345 2.101 -12.658 -0.248
C -12.592 4.566 -13.253 -0.608
F -11.493 4.289 -13.909 0.184
F -13.611 4.492 -14.118 0.122
F -12.597 5.791 -12.642 0.080
C -10.878 7.832 -8.519 -0.613
F -11.956 8.512 -8.142 0.122
F -10.674 8.226 -9.762 0.144
F -9.875 8.106 -7.655 0.152
S -11.276 5.912 -8.538 0.738
O -11.174 5.525 -9.940 -0.316
O -10.424 5.255 -7.589 -0.245
N -13.044 5.791 -8.211 -0.371
S -13.083 5.756 -6.600 0.631
O -12.163 6.706 -5.944 -0.292
O -14.414 5.931 -6.064 -0.293
C -12.491 3.893 -6.069 -0.516
F -13.625 3.299 -5.668 0.115
F -12.081 3.180 -7.174 0.067
F -11.551 3.834 -5.083 0.136
C -19.033 5.859 -12.653 -0.087
C -18.378 4.994 -13.764 -0.213
C -16.893 5.301 -14.103 -0.128
C -16.128 5.485 -12.834 -0.090
N -15.606 5.610 -11.789 0.162
H -18.458 5.840 -11.727 0.038
H -20.044 5.529 -12.412 0.083
H -19.151 6.916 -12.888 0.077
H -18.953 5.213 -14.664 0.107
H -18.464 3.935 -13.519 0.112
H -16.873 6.257 -14.625 0.124
H -16.393 4.594 -14.765 0.122
C -13.883 11.121 -9.606 -0.083
C -12.805 10.853 -10.642 -0.230
C -13.127 9.864 -11.792 -0.123
C -13.345 8.570 -11.231 -0.160
N -13.535 7.533 -10.780 0.191
H -14.768 11.612 -10.010 0.079
H -13.434 11.633 -8.755 0.093
H -14.392 10.200 -9.322 0.041
H -11.896 10.546 -10.125 0.097
H -12.493 11.812 -11.056 0.111
H -12.304 9.730 -12.496 0.135
H -13.992 10.152 -12.390 0.136